Entry 1:
Computed, not measured: a structure of composition C7H9HoO5P at a distorted geometry, with ωB97M-V/def2-TZVPD.

XYZ file:
```
23
Properties=species:S:1:pos:R:3:forces:R:3:mulliken_charge:R:1
O -0.26696 -2.01775 -3.38184 -1.2 5.7 3.7 -0.016
C -0.45078 -1.04597 -2.75777 1.1 -7.1 -4.4 0.328
Ho -0.35048 0.98365 -1.48348 -0.9 0.9 2.4 1.607
O -3.89172 -1.41837 -5.48406 -0.3 -0.3 -0.2 -0.079
C -3.39212 -0.46845 -5.17806 0.3 0.3 0.3 0.091
C 1.60616 0.87383 -2.82052 8.4 -4.3 -4.0 0.187
O 2.51748 0.60926 -3.53687 -5.8 1.9 4.4 -0.026
C 0.52038 2.37957 -3.35711 0.9 8.0 -5.8 0.286
O 0.93681 3.18605 -4.11515 -2.4 -5.1 4.6 0.015
C -0.37708 1.12082 3.14788 -0.2 0.4 -0.1 -1.058
P 0.18575 -0.00827 1.89253 0.6 -1.6 3.4 0.884
C 1.89915 -0.49822 2.12054 -0.1 0.0 -0.2 -1.061
C -0.90220 -1.43252 1.94867 -0.1 -0.2 -0.4 -1.125
O 0.09875 0.66110 0.50499 -0.7 0.9 -3.7 -0.462
H 0.15658 0.96664 4.10523 -0.2 0.1 -0.5 0.395
H -1.46338 0.98685 3.30151 0.5 0.1 0.0 0.366
H -0.19640 2.13574 2.76449 0.0 -0.1 0.4 0.374
H 2.10333 -0.80318 3.15504 -0.2 0.0 -0.2 0.420
H 2.12578 -1.33067 1.44826 0.0 -0.1 0.1 0.345
H 2.56659 0.32637 1.86237 -0.1 0.1 0.1 0.378
H -1.95183 -1.09955 1.93634 0.3 -0.1 0.1 0.396
H -0.72485 -2.06503 1.06557 0.0 0.0 0.3 0.362
H -0.74898 -2.04190 2.86142 0.1 0.4 -0.4 0.392
```
Forces are in eV/Å.

Properties
<S²>: 6.004
Molar mass (g mol⁻¹): 369.05
E (hartree): -1936.58229
Net charge: +3
Multiplicity: 5
Orbital gap (spin up / spin down) (eV): 6.396 / 6.492

Entry 2:
Computed, not measured: a cluster of 2 separate species, C7H9I3N2O2 in total at a distorted geometry, with ωB97M-V/def2-TZVPD.

XYZ file:
```
23
Properties=species:S:1:pos:R:3:forces:R:3:mulliken_charge:R:1
C 8.54842 0.87187 -7.14361 0.1 0.7 -0.1 -0.157
C 9.32181 -0.25382 -7.15913 1.4 1.8 1.7 -0.312
C 10.62196 1.55405 -6.67605 1.3 0.4 1.2 0.223
C -12.07574 -1.54052 7.54161 -0.6 -0.4 -1.3 0.678
C -14.40835 -0.36767 9.12152 0.1 4.6 -1.0 -1.051
C 11.82458 -0.62440 -6.63968 -1.0 -1.2 2.4 -0.984
C -12.99628 -0.32144 9.56926 -0.5 1.3 1.4 -0.066
N 9.39558 1.99249 -6.90348 -0.3 0.3 0.4 -0.080
N 10.66125 0.24087 -6.68972 -1.7 -1.2 -1.8 0.096
O -12.09462 -2.18432 6.62970 0.2 -1.7 -1.5 -0.098
O -12.06567 -0.72927 8.36736 0.8 2.3 2.7 -0.126
I 6.50415 1.11965 -7.27673 0.4 -0.1 -0.1 0.290
I 8.79623 -2.23890 -7.29545 0.2 0.5 0.0 0.319
I 12.18956 2.84489 -6.04219 -0.8 -0.7 -0.5 0.279
H -14.51029 0.52185 8.36967 0.3 -1.7 0.7 0.354
H -14.80873 -1.20235 8.65493 -0.8 -1.9 -0.2 0.396
H -15.03951 0.15348 9.87220 0.3 -1.1 0.2 0.349
H 12.66601 -0.16106 -6.16716 0.3 0.5 0.1 0.295
H 11.56817 -1.54187 -6.04052 0.1 1.0 -0.4 0.292
H 12.04792 -0.96195 -7.58947 0.6 -0.5 -2.1 0.442
H -12.61033 -0.92276 10.40124 -0.2 -0.2 -0.6 0.316
H -12.75834 0.75827 9.75156 0.4 -1.2 -0.4 0.249
H 9.22224 2.99290 -6.65586 -0.7 -1.4 -0.7 0.299
```
Forces are in eV/Å.

Properties
ΔE to the lowest compared entry with this formula, charge and spin (kcal/mol): 1.3
Molar mass (g mol⁻¹): 533.87
E (hartree): -1424.57545
Net charge: +2
Multiplicity: 1
Orbital gap (eV): 8.177

Entry 3:
Computed, not measured: a structure of composition C7H9IS at a distorted geometry, with ωB97M-V/def2-TZVPD.

XYZ file:
```
18
Properties=species:S:1:pos:R:3:forces:R:3:mulliken_charge:R:1
C 2.36685 -0.28037 0.16627 3.0 -0.5 0.7 -0.295
C 1.14051 0.16862 0.47758 -1.9 0.3 1.1 0.152
C 0.18927 -0.03277 -0.48554 5.4 -4.3 -6.2 0.581
C 0.97831 -0.74854 -1.75258 -2.3 2.0 3.8 -0.489
C 0.74831 0.98203 1.70587 0.7 0.6 -2.4 -1.274
C -2.25304 -0.57991 -0.03556 0.6 3.4 0.3 -0.958
C -1.14863 0.33380 -0.59282 -3.7 1.8 -1.0 -0.765
S 2.63060 -0.88576 -1.39487 -1.4 -0.2 0.7 -0.125
I 0.12433 -1.99241 -3.14899 -0.2 0.3 -0.3 0.097
H 3.21459 -0.36160 0.85308 -0.2 0.6 -0.3 0.379
H 1.27308 1.89884 1.38458 -0.4 0.3 1.1 0.298
H -0.33280 1.16718 1.71733 0.5 -0.2 0.4 0.287
H 1.16503 0.57663 2.58681 0.2 -0.2 1.1 0.394
H -3.11803 0.10824 -0.02557 -0.1 -1.0 0.1 0.273
H -1.90018 -0.73086 0.93155 -0.2 -1.2 2.0 0.353
H -2.33205 -1.41453 -0.64250 -0.5 -1.8 -0.8 0.326
H -1.20956 1.33664 -0.12831 -0.5 -0.3 -0.2 0.390
H -1.53660 0.45476 -1.61632 1.0 0.4 -0.1 0.378
```
Forces are in eV/Å.

Properties
ΔE to the lowest compared entry with this formula, charge and spin (kcal/mol): 37.9
Molar mass (g mol⁻¹): 252.12
E (hartree): -967.91789
Multiplicity: 1
Orbital gap (eV): 7.853

Entry 4:
Computed, not measured: a structure of composition C7H9LuO5P at a distorted geometry, with ωB97M-V/def2-TZVPD.

XYZ file:
```
23
Properties=species:S:1:pos:R:3:forces:R:3:mulliken_charge:R:1
O 1.22963 -3.34503 -3.72244 -3.1 6.3 5.4 -0.026
C 0.79600 -2.50502 -2.99433 3.1 -8.0 -6.0 0.302
Lu -0.04475 -0.73497 -1.65894 -1.3 -0.2 2.0 1.655
O -3.21813 1.21173 -5.61078 2.0 -3.7 2.3 -0.098
C -2.72831 0.33707 -5.02846 -1.9 3.7 -2.2 0.124
C 2.02138 -0.37465 -2.77423 6.8 2.8 -5.3 0.284
O 2.85567 -0.07647 -3.55191 -5.2 -2.1 5.0 -0.016
C -0.19917 1.18391 -3.08972 0.0 6.0 -4.5 0.236
O -0.13133 2.09582 -3.80815 -0.4 -4.9 3.9 0.008
C 0.72655 -1.23601 2.92165 -0.2 -0.3 -0.9 -1.055
P -0.08584 -0.03621 1.82600 0.5 0.8 3.7 0.815
C -1.77498 0.35546 2.36220 0.5 -0.6 -0.7 -1.017
C 0.86852 1.49328 2.00696 0.0 -0.4 -1.5 -1.067
O -0.00542 -0.59044 0.33474 -0.1 0.3 -1.3 -0.578
H 0.13595 -2.14983 2.95257 0.0 -0.2 0.0 0.368
H 0.93164 -0.94240 3.95756 -0.4 0.5 -0.3 0.409
H 1.69142 -1.44152 2.45225 0.1 -0.2 0.1 0.360
H -1.74051 0.78544 3.37507 0.2 -0.2 -0.3 0.397
H -2.16198 1.09951 1.66362 -0.3 0.0 0.1 0.382
H -2.38279 -0.55376 2.35635 -0.1 0.2 0.1 0.374
H 1.84767 1.30094 1.54050 -0.2 0.3 0.2 0.358
H 0.33219 2.27840 1.46571 0.2 0.1 0.0 0.362
H 1.03658 1.84475 3.02377 -0.2 -0.4 0.2 0.423
```
Forces are in eV/Å.

Properties
Molar mass (g mol⁻¹): 379.08
E (hartree): -2224.10387
Net charge: +3
Multiplicity: 1
Orbital gap (eV): 7.805

Entry 5:
Computed, not measured: the molecule C7H9N at a distorted geometry, with ωB97M-V/def2-TZVPD.

XYZ file:
```
17
Properties=species:S:1:pos:R:3:forces:R:3:mulliken_charge:R:1
C -1.21663 0.31223 1.81685 0.0 0.1 -0.3 -0.697
C -0.21404 -0.72848 1.37613 0.6 0.6 0.5 -0.256
C 0.09663 0.79180 1.26363 0.0 1.6 1.1 -0.445
C -0.06095 0.70410 -0.28777 -0.5 -1.6 0.9 0.259
C 0.39207 0.59717 -1.75765 -0.9 1.2 -1.0 -0.311
N 1.38329 -0.37907 -2.14537 2.2 0.7 0.5 -0.556
C 0.15810 -0.86723 -1.69632 -2.1 -1.9 0.4 -0.205
C 0.23994 -0.78770 -0.10282 -0.7 1.0 -0.6 -0.198
H -2.10941 0.55908 1.26521 -0.2 -0.2 -0.2 0.214
H -1.39412 0.34660 2.89139 0.4 0.0 -0.2 0.260
H 0.22453 -1.33132 2.16572 -0.1 -0.3 -0.3 0.288
H 0.73035 1.50318 1.81412 -0.1 -0.8 0.0 0.396
H -1.15779 0.73505 -0.39582 0.3 0.3 -0.3 0.103
H 0.05749 1.26226 -2.55561 0.1 0.0 0.4 0.343
H 2.06178 -0.40106 -1.36981 0.2 -0.4 -0.9 0.255
H -0.49842 -1.48830 -2.30444 0.4 0.1 -0.1 0.373
H 1.30718 -0.82831 0.02257 0.6 -0.4 0.3 0.177
```
Forces are in eV/Å.

Properties
ΔE to the lowest compared entry with this formula, charge and spin (kcal/mol): 161.0
Molar mass (g mol⁻¹): 107.16
E (hartree): -326.63434
Multiplicity: 1
Orbital gap (eV): 9.751

Entry 6:
Computed, not measured: the molecule C7H9N at a distorted geometry, with ωB97M-V/def2-TZVPD.

XYZ file:
```
17
Properties=species:S:1:pos:R:3:forces:R:3:mulliken_charge:R:1
C 2.76315 -0.30422 0.39018 -5.7 -3.4 3.8 -0.868
N 1.84910 0.50608 -0.36366 -1.9 0.4 -2.7 -0.296
C 0.40113 0.24399 -0.13068 3.6 1.5 -0.5 0.259
C -0.41503 1.30692 0.02873 -3.3 1.4 0.0 -0.388
C -1.82630 0.97027 0.15970 2.1 5.3 0.1 -0.360
C -2.28104 -0.25149 0.11400 1.0 -3.8 -0.6 -0.385
C -1.41980 -1.33645 -0.11036 6.9 14.7 0.3 -0.915
C -0.05418 -1.03360 -0.12615 -7.6 4.6 1.3 -0.611
H 2.70097 -0.15151 1.61158 -0.4 -0.3 -3.2 0.205
H 2.93197 -1.42150 0.19237 -1.3 0.9 0.2 0.266
H 3.62323 -0.01653 0.18755 8.1 3.2 -1.8 0.464
H 1.99852 0.66648 -1.49100 0.0 -1.0 4.1 0.276
H -0.17868 2.42076 -0.02156 0.2 -1.9 0.2 0.296
H -2.48889 1.83846 0.28383 0.1 -0.5 0.0 0.292
H -3.22794 -0.61351 0.25530 -2.8 0.3 0.3 0.435
H -1.78726 -2.11662 -0.02928 -5.5 -13.6 0.7 0.697
H 0.47683 -1.72110 -0.39571 6.6 -7.6 -2.3 0.634
```
Forces are in eV/Å.

Properties
ΔE to the lowest compared entry with this formula, charge and spin (kcal/mol): 110.6
Molar mass (g mol⁻¹): 107.16
E (hartree): -326.71472
Multiplicity: 1
Orbital gap (eV): 9.720